The following is a DFT calculation (wB97M-V/def2-TZVPD) of 13 unconnected molecules or ions with the total composition C48H133N11O13 at a distorted geometry.

Positions of all 205 atoms, in Å:
C (-2.066, -4.726, -3.422)
C (-1.764, -4.915, -1.962)
C (-1.697, -6.386, -1.632)
O (-2.870, -7.017, -2.100)
C (-3.153, -8.193, -1.402)
N (-0.422, -4.347, -1.589)
H (-2.951, -5.263, -3.638)
H (-1.229, -5.119, -3.945)
H (-2.166, -3.671, -3.728)
H (-2.572, -4.506, -1.355)
H (-1.509, -6.539, -0.543)
H (-0.788, -6.745, -2.194)
H (-3.174, -8.067, -0.310)
H (-2.517, -9.035, -1.597)
H (-4.202, -8.485, -1.802)
H (-0.521, -3.317, -1.671)
H (-0.232, -4.563, -0.588)
C (-3.459, 1.892, 3.845)
C (-3.171, 1.315, 2.460)
C (-3.865, 0.033, 2.159)
O (-3.417, -1.004, 2.972)
C (-4.330, -1.396, 3.980)
N (-3.572, 2.292, 1.395)
H (-4.285, 2.611, 3.827)
H (-2.616, 2.447, 4.237)
H (-3.766, 1.172, 4.621)
H (-2.119, 1.116, 2.448)
H (-3.753, -0.184, 1.114)
H (-4.929, 0.181, 2.273)
H (-4.486, -0.568, 4.711)
H (-3.808, -2.238, 4.460)
H (-5.315, -1.734, 3.663)
H (-2.956, 3.081, 1.520)
H (-3.263, 1.895, 0.502)
C (-7.313, -2.348, -3.444)
C (-6.280, -3.449, -3.289)
C (-6.069, -3.850, -1.853)
O (-5.340, -2.876, -1.029)
C (-5.330, -3.334, 0.273)
N (-6.802, -4.668, -3.973)
H (-8.080, -2.544, -2.668)
H (-7.760, -2.423, -4.390)
H (-6.875, -1.373, -3.229)
H (-5.271, -3.135, -3.612)
H (-5.538, -4.802, -1.820)
H (-6.992, -4.101, -1.281)
H (-5.718, -4.358, 0.381)
H (-5.908, -2.681, 0.952)
H (-4.357, -3.377, 0.700)
H (-6.129, -5.454, -3.941)
H (-6.978, -4.450, -4.900)
C (4.059, -0.739, 1.753)
C (4.657, -1.928, 1.075)
C (6.172, -1.859, 1.022)
O (6.761, -2.912, 0.287)
C (6.692, -2.741, -1.100)
N (4.104, -3.191, 1.574)
H (2.939, -0.746, 1.753)
H (4.345, 0.154, 1.223)
H (4.343, -0.655, 2.824)
H (4.291, -1.765, 0.028)
H (6.577, -1.968, 2.047)
H (6.314, -0.886, 0.619)
H (6.986, -1.734, -1.413)
H (5.626, -2.847, -1.469)
H (7.370, -3.346, -1.652)
H (4.147, -3.981, 0.899)
H (4.702, -3.455, 2.359)
C (4.377, 7.243, -2.890)
C (4.167, 6.200, -1.781)
C (2.751, 6.123, -1.186)
O (2.761, 5.517, 0.097)
C (1.525, 4.822, 0.378)
N (4.670, 4.839, -1.870)
H (3.667, 7.133, -3.702)
H (5.401, 7.188, -3.198)
H (4.198, 8.237, -2.517)
H (4.656, 6.645, -0.915)
H (2.078, 5.492, -1.784)
H (2.378, 7.175, -1.100)
H (1.722, 4.146, 1.164)
H (1.108, 4.411, -0.499)
H (0.733, 5.577, 0.755)
H (4.668, 4.417, -2.803)
H (5.551, 4.698, -1.510)
C (-3.962, 5.619, 3.068)
C (-2.743, 6.495, 2.940)
C (-1.735, 5.838, 2.079)
O (-1.439, 4.507, 2.545)
C (-0.578, 4.565, 3.679)
N (-2.900, 7.924, 2.490)
H (-3.746, 4.893, 3.836)
H (-4.211, 5.089, 2.145)
H (-4.891, 6.092, 3.509)
H (-2.290, 6.601, 3.887)
H (-0.816, 6.371, 1.953)
H (-2.158, 5.552, 1.123)
H (-0.232, 3.622, 3.960)
H (-0.963, 5.063, 4.560)
H (0.260, 5.167, 3.329)
H (-3.892, 8.163, 2.739)
H (-2.786, 7.983, 1.487)
C (2.563, -2.055, 7.054)
C (2.800, -1.461, 5.676)
C (1.718, -0.474, 5.241)
O (0.370, -0.839, 5.356)
C (-0.536, 0.194, 5.249)
N (4.001, -0.772, 5.369)
H (1.430, -2.148, 7.049)
H (2.822, -1.339, 7.811)
H (2.954, -3.041, 7.353)
H (2.635, -2.318, 4.982)
H (1.897, -0.204, 4.214)
H (1.905, 0.508, 5.711)
H (-1.461, -0.265, 4.863)
H (-0.113, 0.954, 4.603)
H (-0.742, 0.741, 6.193)
H (4.256, -0.227, 6.199)
H (4.836, -1.309, 5.191)
C (0.374, 4.200, -5.235)
C (0.562, 3.581, -3.830)
C (-0.733, 3.787, -3.000)
O (-0.864, 5.222, -2.598)
C (-2.001, 5.397, -1.750)
N (0.822, 2.138, -3.923)
H (0.362, 5.361, -5.203)
H (-0.522, 3.821, -5.777)
H (1.225, 3.919, -5.877)
H (1.434, 4.092, -3.355)
H (-0.573, 3.143, -2.129)
H (-1.570, 3.400, -3.631)
H (-2.015, 4.764, -0.874)
H (-2.879, 5.018, -2.136)
H (-2.046, 6.433, -1.409)
H (1.131, 1.816, -2.983)
H (1.656, 2.013, -4.474)
C (-1.738, -5.083, 2.574)
C (-0.657, -4.094, 3.073)
C (0.390, -3.640, 2.044)
O (0.947, -4.776, 1.353)
C (1.936, -5.541, 2.043)
N (-1.332, -2.916, 3.750)
H (-2.590, -5.070, 3.228)
H (-1.268, -6.015, 2.555)
H (-2.153, -4.877, 1.583)
H (-0.001, -4.623, 3.768)
H (1.187, -3.179, 2.597)
H (0.137, -2.853, 1.309)
H (2.735, -5.704, 1.314)
H (1.512, -6.513, 2.375)
H (2.341, -5.065, 2.895)
H (-0.626, -2.275, 4.119)
H (-1.879, -2.375, 3.072)
C (1.451, 1.030, 0.096)
C (-0.021, 0.661, 0.386)
C (-0.676, 0.081, -0.870)
O (-2.117, 0.205, -0.697)
C (-2.964, -0.676, -1.511)
N (-0.205, -0.250, 1.511)
H (1.965, 0.118, -0.181)
H (1.809, 1.437, 1.007)
H (1.430, 1.803, -0.661)
H (-0.492, 1.606, 0.555)
H (-0.323, -0.977, -0.869)
H (-0.380, 0.570, -1.800)
H (-2.686, -0.545, -2.568)
H (-4.023, -0.464, -1.280)
H (-2.690, -1.663, -1.116)
H (0.094, 0.270, 2.323)
H (-1.152, -0.544, 1.489)
C (1.970, -1.687, -3.065)
C (2.775, -0.944, -4.163)
C (4.175, -0.805, -3.570)
O (4.321, -0.243, -2.278)
C (4.263, 1.196, -2.397)
N (3.010, -1.745, -5.399)
H (0.940, -2.082, -3.437)
H (1.764, -1.032, -2.251)
H (2.553, -2.593, -2.804)
H (2.283, -0.057, -4.542)
H (4.772, -0.207, -4.296)
H (4.652, -1.706, -3.424)
H (3.254, 1.471, -2.440)
H (4.812, 1.498, -3.295)
H (4.795, 1.580, -1.476)
H (2.160, -1.584, -5.948)
H (3.021, -2.726, -5.206)
C (-0.782, -2.075, -6.021)
C (-1.676, -0.999, -5.409)
O (-2.818, -0.845, -6.247)
H (0.021, -2.172, -5.295)
H (-0.587, -1.827, -7.105)
H (-1.303, -3.005, -6.096)
H (-1.151, -0.022, -5.363)
H (-1.923, -1.255, -4.344)
H (-3.345, -1.708, -6.221)
C (4.405, 2.952, 2.700)
C (4.939, 3.235, 1.263)
O (3.900, 2.706, 0.330)
H (5.272, 3.294, 3.273)
H (4.248, 1.873, 2.871)
H (3.482, 3.431, 2.987)
H (5.827, 2.637, 1.092)
H (4.989, 4.281, 1.011)
H (3.594, 3.455, -0.224)

Results
* multiplicity: 1
* energy above the lowest of the compared OMol25 structures with the same formula, charge and spin: 93.2 kcal per mole
* E: -3488.6639 hartree
* HOMO level: -8.376 eV
* largest force on an atom: 0.077 Eh/bohr

---

The following is a DFT calculation (wB97M-V/def2-TZVPD) of 16 unconnected molecules or ions with the total composition C48H136N8O24 at a distorted geometry.

Positions of all 216 atoms, in Å:
C (6.162, -1.377, -3.178)
C (5.271, -2.610, -2.991)
O (3.938, -2.092, -2.613)
O (7.379, -1.885, -3.732)
H (6.325, -0.775, -2.283)
H (5.787, -0.608, -3.854)
H (5.681, -3.282, -2.238)
H (5.182, -3.104, -3.958)
H (3.934, -2.091, -1.653)
H (8.028, -1.189, -3.602)
C (-4.962, -2.434, -1.392)
C (-5.391, -1.176, -2.172)
O (-6.308, -0.298, -1.422)
O (-5.962, -3.426, -1.138)
H (-4.563, -2.174, -0.411)
H (-4.178, -2.941, -1.954)
H (-5.942, -1.412, -3.083)
H (-4.518, -0.555, -2.373)
H (-7.136, -0.769, -1.299)
H (-5.683, -3.914, -0.360)
C (-1.064, -1.177, 3.850)
C (-0.653, 0.258, 4.256)
O (0.740, 0.480, 4.569)
O (-0.150, -1.725, 2.862)
H (-2.114, -1.195, 3.559)
H (-0.989, -1.662, 4.823)
H (-1.361, 0.641, 4.991)
H (-0.862, 1.037, 3.523)
H (0.814, 1.388, 4.870)
H (0.020, -0.992, 2.267)
C (2.543, -4.885, 4.772)
C (2.118, -4.839, 3.324)
O (2.108, -3.534, 2.798)
O (1.778, -4.047, 5.610)
H (3.593, -4.633, 4.926)
H (2.492, -5.913, 5.131)
H (1.129, -5.254, 3.131)
H (2.840, -5.311, 2.657)
H (1.364, -3.016, 3.113)
H (2.087, -3.141, 5.537)
C (-5.544, 2.670, -2.353)
C (-5.089, 3.993, -1.679)
O (-4.457, 3.801, -0.404)
O (-6.855, 2.246, -1.909)
H (-4.809, 1.870, -2.260)
H (-5.555, 2.853, -3.428)
H (-5.903, 4.705, -1.544)
H (-4.377, 4.476, -2.348)
H (-5.143, 3.825, 0.267)
H (-6.700, 1.419, -1.447)
C (-1.061, 3.150, -4.507)
C (-1.599, 4.609, -4.051)
O (-1.424, 5.573, -5.084)
O (-1.370, 2.216, -3.506)
H (0.000, 3.211, -4.750)
H (-1.512, 2.806, -5.438)
H (-1.310, 4.959, -3.060)
H (-2.672, 4.487, -3.898)
H (-1.765, 6.436, -4.838)
H (-1.188, 1.336, -3.843)
C (0.287, -1.404, -3.432)
C (0.911, -2.244, -4.540)
O (2.238, -1.774, -4.890)
O (0.013, -0.046, -3.962)
H (0.993, -1.164, -2.637)
H (-0.662, -1.773, -3.042)
H (0.241, -2.299, -5.397)
H (0.988, -3.287, -4.232)
H (2.955, -2.094, -4.338)
H (0.901, 0.295, -4.092)
C (-1.422, 5.662, -0.026)
C (-0.890, 6.727, 1.030)
O (0.467, 7.207, 0.745)
O (-0.483, 4.600, -0.097)
H (-1.660, 6.059, -1.013)
H (-2.316, 5.134, 0.307)
H (-0.846, 6.231, 2.000)
H (-1.593, 7.554, 1.131)
H (0.985, 6.424, 0.543)
H (-0.981, 3.871, -0.473)
C (-3.175, -6.476, -1.419)
C (-1.774, -6.253, -1.911)
C (-0.989, -5.395, -0.933)
O (-1.112, -3.939, -0.873)
C (-0.207, -3.268, 0.011)
N (-1.150, -7.557, -2.138)
H (-3.693, -5.521, -1.501)
H (-3.296, -6.890, -0.418)
H (-3.744, -7.122, -2.087)
H (-1.817, -5.742, -2.873)
H (0.044, -5.519, -1.257)
H (-1.027, -5.761, 0.093)
H (-0.193, -2.200, -0.204)
H (0.808, -3.664, -0.033)
H (-0.531, -3.321, 1.050)
H (-0.295, -7.177, -2.519)
H (-0.850, -7.980, -1.271)
C (3.339, 3.250, 2.988)
C (1.995, 3.513, 2.362)
C (1.015, 4.052, 3.480)
O (0.862, 3.189, 4.642)
C (0.093, 3.674, 5.718)
N (2.057, 4.500, 1.290)
H (3.946, 2.656, 2.305)
H (3.064, 2.784, 3.934)
H (3.927, 4.132, 3.243)
H (1.661, 2.579, 1.909)
H (0.012, 4.245, 3.100)
H (1.408, 4.992, 3.868)
H (-0.938, 3.955, 5.506)
H (0.496, 4.582, 6.166)
H (0.084, 2.892, 6.478)
H (1.254, 4.552, 0.681)
H (2.791, 4.167, 0.681)
C (-6.929, -0.066, 2.753)
C (-5.889, 0.499, 3.723)
C (-5.210, 1.757, 3.160)
O (-3.952, 2.023, 3.833)
C (-3.281, 3.154, 3.355)
N (-6.452, 0.886, 5.021)
H (-7.236, -1.098, 2.928)
H (-6.499, -0.062, 1.752)
H (-7.826, 0.545, 2.859)
H (-5.087, -0.221, 3.885)
H (-5.803, 2.668, 3.232)
H (-5.033, 1.680, 2.087)
H (-2.939, 3.200, 2.321)
H (-2.322, 3.269, 3.860)
H (-3.842, 4.038, 3.658)
H (-5.930, 1.677, 5.370)
H (-6.229, 0.173, 5.701)
C (-6.023, -2.080, -7.438)
C (-6.422, -1.203, -6.208)
C (-5.240, -0.481, -5.511)
O (-4.412, -1.493, -4.951)
C (-3.027, -1.205, -4.620)
N (-7.275, -0.162, -6.753)
H (-5.550, -1.552, -8.266)
H (-6.866, -2.648, -7.832)
H (-5.282, -2.813, -7.120)
H (-7.031, -1.828, -5.555)
H (-5.629, 0.276, -4.830)
H (-4.621, 0.060, -6.227)
H (-3.025, -0.537, -3.759)
H (-2.516, -0.635, -5.396)
H (-2.487, -2.094, -4.293)
H (-7.618, 0.323, -5.936)
H (-6.731, 0.613, -7.104)
C (4.749, -2.113, 6.077)
C (4.049, -0.809, 5.672)
C (4.896, 0.146, 4.732)
O (5.881, 0.868, 5.542)
C (6.212, 2.196, 5.090)
N (2.900, -1.381, 4.940)
H (5.148, -2.656, 5.220)
H (4.006, -2.758, 6.546)
H (5.621, -1.899, 6.694)
H (3.716, -0.281, 6.566)
H (4.260, 0.815, 4.152)
H (5.441, -0.465, 4.012)
H (5.591, 2.897, 5.647)
H (6.061, 2.325, 4.018)
H (7.283, 2.357, 5.213)
H (3.094, -1.871, 4.078)
H (2.175, -0.703, 4.755)
C (5.605, -1.128, 0.993)
C (5.227, -2.557, 0.667)
C (5.353, -3.586, 1.784)
O (6.694, -3.538, 2.284)
C (6.944, -4.330, 3.373)
N (3.882, -2.774, 0.144)
H (5.359, -0.419, 0.203)
H (6.677, -0.998, 1.145)
H (5.151, -0.839, 1.941)
H (5.991, -2.933, -0.015)
H (5.104, -4.616, 1.527)
H (4.636, -3.280, 2.547)
H (6.130, -4.499, 4.079)
H (7.573, -3.715, 4.017)
H (7.453, -5.254, 3.101)
H (3.105, -2.763, 0.789)
H (3.967, -3.740, -0.138)
C (4.299, 1.441, -1.588)
C (3.944, 2.566, -2.574)
C (2.593, 2.436, -3.299)
O (2.490, 1.214, -4.048)
C (3.152, 1.299, -5.324)
N (3.874, 3.737, -1.700)
H (5.351, 1.437, -1.304)
H (4.264, 0.486, -2.113)
H (3.744, 1.484, -0.651)
H (4.645, 2.601, -3.407)
H (2.403, 3.290, -3.949)
H (1.784, 2.424, -2.569)
H (3.256, 0.376, -5.894)
H (4.160, 1.673, -5.140)
H (2.604, 1.975, -5.980)
H (3.848, 4.530, -2.324)
H (4.724, 3.840, -1.163)
C (-2.499, 0.017, -0.349)
C (-1.648, 1.207, 0.118)
C (-0.138, 1.047, -0.107)
O (0.340, 0.008, 0.733)
C (1.684, -0.159, 0.749)
N (-1.919, 2.435, -0.645)
H (-2.224, -0.868, 0.225)
H (-2.437, -0.136, -1.426)
H (-3.539, 0.254, -0.122)
H (-1.840, 1.368, 1.179)
H (0.332, 1.999, 0.137)
H (0.034, 0.705, -1.128)
H (2.090, -0.879, 1.460)
H (2.197, 0.729, 1.118)
H (1.970, -0.571, -0.218)
H (-1.718, 2.305, -1.626)
H (-2.877, 2.750, -0.601)

Results
* multiplicity: 1
* energy above the lowest of the compared OMol25 structures with the same formula, charge and spin: 94.6 kcal per mole
* E: -4153.8579 hartree
* HOMO level: -8.945 eV
* largest force on an atom: 0.055 Eh/bohr